# 1
# C8H34BO10

7 unconnected molecules or ions with the total composition C8H34BO10 at a distorted geometry (the ωB97M-V functional and the def2-TZVPD basis, OMol25).

Each line ends with the Löwdin charge.
CARTESIAN COORDINATES (ANGSTROEM)
O  1.5662  2.3474  -1.6415  0.0742
H  1.6421  1.9834  -0.7564  -0.0342
H  1.8789  1.8117  -2.3742  0.0435
H  1.8911  3.2505  -1.6204  0.1052
O  3.6926  -0.4171  0.6752  0.2326
H  4.3186  -0.0280  1.2903  0.1624
H  2.9862  0.2206  0.5489  -0.0183
H  4.1770  -0.5016  -0.1493  0.1379
B  1.4705  0.8715  0.4605  -0.4992
H  1.7214  0.2209  -0.3629  -0.0094
H  1.4586  0.3269  1.3919  0.0113
H  2.3362  1.5155  0.4711  0.0075
H  0.5792  1.4659  0.3317  0.0220
C  -0.1099  -2.1904  0.9816  -0.2561
C  0.4791  -2.4004  2.3764  -0.2240
O  -0.5184  -2.2102  3.3704  -0.0574
O  -0.8219  -3.2762  0.4381  -0.0515
H  0.7361  -1.9145  0.3522  0.0944
H  -0.7253  -1.2923  0.9301  0.1144
H  1.2785  -1.6778  2.5408  0.1051
H  0.9717  -3.3684  2.4685  0.1218
H  -1.1799  -2.9026  3.3020  0.0766
H  -1.5714  -3.4400  1.0151  0.0829
C  -0.4711  3.0227  2.8264  -0.2096
C  -1.7844  2.2644  2.8481  -0.2334
O  -1.8802  1.3490  1.7932  -0.0769
O  0.5470  2.0266  2.9215  -0.0936
H  -0.4817  3.7150  3.6682  0.1224
H  -0.3132  3.6017  1.9164  0.1177
H  -2.5174  3.0392  2.6236  0.1191
H  -2.0088  1.8060  3.8113  0.1317
H  -2.4501  0.6247  2.0617  0.1126
H  0.5272  1.4694  2.1400  -0.0160
C  -2.8427  0.4402  -1.7520  -0.2230
C  -2.2756  1.8320  -1.6453  -0.2993
O  -2.5267  2.5572  -0.5060  -0.0511
O  -4.2594  0.5659  -1.6903  -0.0789
H  -2.6834  -0.1881  -0.8756  0.1176
H  -2.6010  0.0027  -2.7207  0.1181
H  -2.4941  2.4809  -2.4934  0.1232
H  -1.1956  1.7645  -1.7761  0.0833
H  -2.1739  2.1330  0.2796  0.0270
H  -4.5700  0.9649  -2.5064  0.0811
C  0.3640  -1.9822  -2.6102  -0.3087
C  1.2755  -3.2071  -2.3361  -0.2216
O  2.6381  -2.8025  -2.3362  -0.0934
O  0.3431  -1.6803  -3.9268  -0.0520
H  0.7192  -1.0949  -2.0861  0.0953
H  -0.6635  -2.1701  -2.2986  0.1132
H  1.1849  -4.0914  -2.9669  0.1217
H  0.9390  -3.5872  -1.3715  0.0923
H  2.7565  -2.4746  -3.2306  0.0737
H  0.6412  -0.7764  -3.8015  0.0657

Force components x, y, z for each atom (eV/Å):
-1.883 2.038 -0.761
0.140 -1.131 1.650
1.170 -1.323 -1.588
0.700 1.283 -0.492
2.397 -2.245 0.985
0.505 0.282 0.840
-2.411 1.731 -0.420
0.332 -0.304 -1.424
-0.763 -0.683 0.549
0.001 -2.682 -3.165
-0.092 -2.039 3.168
3.204 2.946 0.603
-3.105 1.833 -0.630
0.984 0.770 0.086
-0.595 0.157 -0.463
0.155 0.111 0.382
0.187 -0.384 0.049
-0.012 -0.576 -0.494
-0.147 0.206 0.497
-0.328 0.307 0.149
-0.198 -0.345 -0.133
0.072 -0.158 0.033
-0.195 -0.094 -0.106
0.251 -2.051 -0.177
-0.858 2.084 -0.163
0.540 -1.060 -0.268
0.482 1.136 1.255
0.437 -0.196 0.148
-0.365 0.095 -0.205
-0.624 0.145 0.467
0.326 -0.002 0.013
0.009 -0.059 -0.094
-0.263 0.089 -0.082
-1.802 1.041 0.067
2.242 -0.033 -0.635
-0.983 0.956 0.335
-0.947 -0.394 -0.087
0.928 -0.096 -0.254
0.659 -0.384 0.215
-0.858 -0.235 -0.218
0.647 -0.421 0.035
0.090 -0.480 0.256
-0.050 0.105 -0.014
-0.357 -2.528 2.125
-0.822 0.583 1.066
-0.057 -0.070 0.245
0.595 1.702 -2.471
0.246 -0.381 0.855
-0.090 -0.337 0.515
-0.559 0.381 -0.693
0.702 0.126 0.456
0.396 0.149 -0.173
-0.033 0.435 -1.835

## Properties
spin multiplicity: 2
<S²>: 0.75
total energy: -1102.00873 Eh
E_LUMO (spin up / spin down): -0.60 / -0.49 eV
net charge: 0
frontier orbital gap (spin up / spin down): 3.584 / 8.912 eV
HOMO (spin up / spin down): -4.18 / -9.40 eV

# 2
# C17H16F3N3SV

A molecular structure, C17H16F3N3SV at a distorted geometry (the ωB97M-V functional and the def2-TZVPD basis, OMol25).

Each line ends with the Löwdin charge.
CARTESIAN COORDINATES (ANGSTROEM)
V  0.1856  -0.0039  -0.8337  0.9099
F  -1.1086  4.8010  2.9182  0.1058
C  -1.1872  4.2025  1.6645  -0.4777
F  -0.4122  4.9495  0.8277  0.1238
F  -2.4705  4.3705  1.1661  0.1283
C  -0.7246  2.7713  1.7867  -0.0814
C  -0.6119  2.3259  3.1035  0.0741
C  -0.1783  1.0139  3.3676  0.0036
C  0.2163  0.2254  2.3122  -0.0644
N  0.2866  0.7752  1.0626  -0.0748
C  -0.3045  1.9514  0.7309  -0.5537
S  -0.1713  2.4104  -1.0204  0.8060
H  -0.9628  2.9872  3.9103  0.1556
H  -0.2710  0.6112  4.4001  0.1466
H  0.5329  -0.8321  2.4829  0.1461
C  3.9148  0.8706  -0.0068  0.0126
C  3.1262  -0.2418  -0.6058  -0.2386
C  3.0057  -1.6149  -0.3382  0.0992
C  1.9309  -2.1680  -1.2021  -0.2498
N  1.3523  -1.1716  -1.8425  -0.0143
N  2.0735  0.0733  -1.4891  -0.0707
C  1.4939  -3.5705  -1.5427  0.0306
H  3.7916  0.8694  1.1121  0.1223
H  3.6375  1.8641  -0.4703  0.1187
H  4.9777  0.6665  -0.2322  0.1137
H  3.5893  -2.2276  0.3930  0.1530
H  2.3402  0.4958  -2.3910  0.1944
H  0.3957  -3.5178  -1.5474  0.0695
H  1.7642  -4.3064  -0.7473  0.1185
H  1.8366  -3.8627  -2.5636  0.1322
C  -3.9666  -1.7723  -1.5003  0.0086
C  -2.9876  -2.5387  -0.8233  -0.0410
C  -1.7185  -2.0983  -0.7050  -0.0792
C  -1.4284  -0.7802  -1.1603  -0.2857
C  -2.3735  0.0307  -1.7261  -0.0918
C  -3.6432  -0.4841  -1.9157  -0.0329
H  -5.0479  -2.0489  -1.7050  0.1559
H  -3.2841  -3.4993  -0.3787  0.1368
H  -0.9562  -2.6983  -0.2670  0.0901
H  -2.1407  1.0697  -1.9480  0.0619
H  -4.5016  0.1022  -2.2761  0.1381

Force components x, y, z for each atom (eV/Å):
-1.154 3.931 2.217
-0.450 -0.663 -2.082
-0.937 2.577 -0.432
-0.303 -1.015 0.813
1.749 -0.776 1.129
-0.157 0.360 0.762
-0.364 -0.541 -0.227
-0.624 -0.214 0.698
0.411 0.105 0.291
-1.084 -1.237 -1.068
1.212 1.066 0.253
0.221 -2.080 1.613
0.412 -0.534 -0.419
0.359 0.292 -0.969
-0.174 1.076 -0.494
0.435 0.317 -0.131
-1.270 -1.911 0.987
0.099 0.014 -0.263
1.781 0.330 0.679
1.304 0.941 -1.126
1.239 -1.735 -1.874
-0.364 0.067 1.137
0.091 0.131 -1.120
0.253 -1.124 0.704
-0.325 0.276 0.271
-0.490 0.780 -0.923
-0.225 0.305 0.510
0.245 -0.306 -0.394
0.126 0.571 -0.868
-0.072 0.263 0.866
-0.599 0.506 -0.107
-2.126 -1.344 -0.022
0.434 1.429 -0.510
-0.212 -2.253 0.265
-0.871 1.144 -0.590
-1.379 -0.135 0.127
1.678 -0.267 0.631
0.233 0.367 -0.379
0.336 -0.429 0.437
-0.301 -0.335 -0.259
0.861 0.048 -0.133

## Properties
spin multiplicity: 2
<S²>: 0.78
total energy: -2462.77861 Eh
E_LUMO (spin up / spin down): -8.78 / -8.27 eV
relative energy (zero: lowest compared OMol25 entry of this formula, charge and spin): 1.852 eV
net charge: +2
frontier orbital gap (spin up / spin down): 6.913 / 7.465 eV
HOMO (spin up / spin down): -15.69 / -15.73 eV

# 3
# C16H48ClN6O4P3Si

3 unconnected molecules or ions with the total composition C16H48ClN6O4P3Si at a distorted geometry (the ωB97M-V functional and the def2-TZVPD basis, OMol25).

Each line ends with the Löwdin charge.
CARTESIAN COORDINATES (ANGSTROEM)
C  -0.1134  0.5996  -0.8541  -0.1210
N  0.7756  0.3917  0.2652  -0.3301
C  1.0003  -1.0059  0.5971  -0.1300
P  1.9823  1.4588  0.8632  0.6338
O  3.2356  0.8237  0.3742  -0.3020
N  2.0879  3.0100  0.1311  -0.3154
C  1.0832  3.5539  -0.7568  -0.1347
C  3.4260  3.4388  -0.2601  -0.1408
N  1.0415  2.0055  2.1294  -0.3036
C  -0.2550  1.4754  2.5337  -0.0975
C  1.4780  3.1654  2.9010  -0.1148
H  -1.0354  0.0302  -0.6982  0.0820
H  0.3241  0.2912  -1.8143  0.0833
H  -0.4384  1.6320  -0.9394  0.0477
H  0.9111  -1.1751  1.6784  0.0698
H  1.9890  -1.3556  0.2847  0.0707
H  0.2526  -1.6321  0.1107  0.0789
H  1.0418  3.0327  -1.7215  0.0759
H  1.3060  4.6041  -0.9581  0.0800
H  0.0937  3.5402  -0.2938  0.0762
H  3.7368  3.0286  -1.2297  0.0773
H  4.1641  3.1386  0.4788  0.0681
H  3.4475  4.5299  -0.3225  0.0793
H  -1.0567  1.8951  1.9227  0.0895
H  -0.4611  1.7295  3.5755  0.0830
H  -0.3030  0.3937  2.4746  0.0464
H  0.9274  4.0608  2.5990  0.0865
H  2.5394  3.3567  2.7610  0.0738
H  1.3206  3.0020  3.9693  0.0776
C  -3.2593  -3.6905  2.8022  -0.1201
N  -3.3580  -2.4248  3.4947  -0.3194
C  -2.1344  -2.0163  4.1713  -0.1187
P  -4.4393  -1.1428  3.1845  0.6137
O  -3.6194  -0.0927  2.5350  -0.2938
N  -5.6271  -1.4350  1.9720  -0.3122
C  -5.9213  -2.7400  1.4197  -0.1397
C  -5.7757  -0.3917  0.9620  -0.1396
N  -5.4803  -1.4518  4.4449  -0.3075
C  -5.2687  -2.4087  5.5221  -0.0989
C  -6.7694  -0.7694  4.4920  -0.1107
H  -2.8582  -4.4477  3.4828  0.0829
H  -2.6099  -3.6456  1.9179  0.0885
H  -4.2277  -4.0743  2.4999  0.0444
H  -2.3425  -1.6671  5.1899  0.0732
H  -1.6159  -1.2118  3.6422  0.0553
H  -1.4506  -2.8603  4.2530  0.0831
H  -5.1079  -3.1327  0.7974  0.0792
H  -6.8139  -2.6769  0.7933  0.0798
H  -6.1582  -3.4608  2.2064  0.0755
H  -5.0317  -0.4675  0.1596  0.0828
H  -5.6865  0.5961  1.4050  0.0670
H  -6.7724  -0.4655  0.5193  0.0794
H  -5.5533  -3.4166  5.2084  0.0856
H  -5.8810  -2.1366  6.3834  0.0795
H  -4.2406  -2.4262  5.8711  0.0623
H  -7.5725  -1.4336  4.1611  0.0872
H  -6.7730  0.1110  3.8538  0.0751
H  -6.9902  -0.4301  5.5063  0.0789
O  2.6033  2.4376  -6.4904  -0.0765
C  3.2925  2.1807  -5.2711  -0.2617
C  3.2916  0.6839  -4.8857  -0.1741
C  4.7260  0.1508  -4.8939  -0.3011
C  4.8092  -1.3770  -5.0609  -0.3721
Si  6.5296  -2.0498  -5.4428  0.4717
P  8.1228  -0.5339  -6.0702  0.3018
O  7.8801  0.8209  -5.1578  -0.4546
Cl  7.3570  -0.0272  -7.9147  0.1259
H  3.1180  2.0723  -7.2206  0.0848
H  4.3149  2.5642  -5.3348  0.1125
H  2.7700  2.7777  -4.5257  0.1054
H  2.6957  0.1909  -5.6544  0.1116
H  2.8233  0.5743  -3.9085  0.1055
H  5.2248  0.4317  -3.9643  0.1088
H  5.2570  0.6148  -5.7263  0.0679
H  4.0966  -1.6810  -5.8299  0.0671
H  4.4803  -1.8710  -4.1413  0.0678
H  7.0806  -2.8537  -4.3264  -0.0738
H  6.4474  -2.9442  -6.6212  -0.0648
H  7.9168  0.6283  -4.2110  0.0453

Force components x, y, z for each atom (eV/Å):
-0.222 0.105 -0.007
-0.006 0.123 0.145
0.315 -0.076 0.004
-2.686 0.852 -3.733
0.841 -0.243 2.564
0.603 -0.067 -0.110
-0.298 0.197 0.324
0.081 -0.145 -0.215
1.161 -0.368 1.115
-0.083 -0.304 0.192
0.087 -0.004 0.052
0.081 -0.115 -0.021
-0.017 0.041 -0.010
0.131 -0.004 0.021
0.053 -0.032 -0.029
-0.015 0.000 0.002
-0.083 0.095 -0.004
-0.032 0.055 -0.011
0.074 -0.008 0.033
0.000 -0.129 -0.026
0.048 0.016 0.009
-0.013 -0.087 -0.027
-0.109 -0.001 -0.024
-0.023 -0.070 -0.019
0.136 0.138 -0.015
-0.033 0.005 -0.145
0.002 0.011 0.005
-0.006 0.035 -0.097
-0.037 -0.057 -0.018
-0.092 -0.231 0.029
-0.187 0.097 0.233
0.108 0.283 -0.060
-0.328 -3.336 -2.617
-0.262 1.530 1.947
0.259 0.336 -0.285
-0.339 -0.130 0.301
0.202 0.014 -0.152
0.267 1.291 0.743
0.198 0.058 0.168
-0.015 0.090 -0.008
0.138 0.083 -0.006
-0.032 -0.012 -0.009
0.028 0.125 -0.017
0.044 0.043 -0.035
-0.005 -0.016 0.000
-0.090 -0.080 -0.014
-0.066 -0.033 -0.028
0.000 0.082 0.005
0.115 0.000 0.015
-0.013 0.043 -0.016
0.084 -0.015 0.015
0.001 -0.108 0.023
0.040 -0.021 0.021
-0.075 0.069 -0.081
0.037 -0.062 -0.105
-0.012 0.006 -0.009
0.009 -0.045 -0.088
0.059 -0.035 0.020
0.082 -0.025 -0.185
-0.307 0.011 0.109
0.540 0.845 -0.238
-0.271 -0.637 -0.072
-0.050 0.129 0.395
-0.599 -0.049 -0.364
0.978 -0.646 0.155
-0.305 0.187 -0.077
-0.355 0.293 0.155
-0.062 0.054 0.129
0.051 -0.021 0.051
-0.030 0.022 0.030
-0.115 -0.221 0.169
-0.076 -0.316 -0.024
0.124 0.206 -0.082
0.091 0.119 0.069
0.154 -0.113 -0.143
-0.096 0.011 0.007
0.090 0.157 0.091
0.167 -0.034 0.008
-0.033 0.038 -0.122

## Properties
spin multiplicity: 1
total energy: -3041.65570 Eh
SMILES string: CN(C)P(=O)(N(C)C)N(C)C.CN(C)P(=O)(N(C)C)N(C)C.OCCCC[SiH2]P(O)Cl
E_LUMO: 0.46 eV
net charge: 0
frontier orbital gap: 8.574 eV
HOMO: -8.11 eV

# 4
# C14H19N3O4S

A single C14H19N3O4S molecule at a distorted geometry (the ωB97M-V functional and the def2-TZVPD basis, OMol25).

Each line ends with the Löwdin charge.
CARTESIAN COORDINATES (ANGSTROEM)
C  -3.6638  -1.1165  1.6161  -0.1051
C  -3.9999  -1.3055  0.1428  -0.2498
C  -4.0670  0.0390  -0.5943  -0.1639
C  -2.7173  0.6640  -0.7020  -0.1733
C  -2.1478  1.6290  0.0873  -0.0306
N  -0.8959  1.8631  -0.3759  -0.2250
S  0.3488  2.7930  0.3299  0.7325
O  -0.0134  2.9423  1.7053  -0.2658
O  0.5210  3.9850  -0.4417  -0.2735
C  1.7513  1.7333  0.0914  -0.2206
C  2.8524  2.2050  -0.5947  -0.0376
C  3.9399  1.3857  -0.8011  0.0067
C  3.9158  0.0717  -0.3224  -0.2586
O  5.0250  -0.6626  -0.5715  -0.0677
C  5.0836  -1.9979  -0.1257  -0.0787
C  2.7980  -0.4062  0.3574  0.0601
C  1.7018  0.4269  0.5708  -0.2605
O  0.5711  0.0678  1.2099  -0.0825
C  0.4363  -1.2594  1.6694  -0.0487
N  -0.6109  1.0686  -1.4305  0.1144
C  -1.6925  0.3396  -1.6377  -0.3547
N  -1.7341  -0.6499  -2.5966  0.1266
H  -4.4576  -0.5693  2.1201  0.0757
H  -2.7418  -0.5490  1.7204  0.0502
H  -3.5438  -2.0787  2.1095  0.0707
H  -3.2398  -1.9297  -0.3317  0.1031
H  -4.9622  -1.8140  0.0504  0.1042
H  -4.7366  0.7135  -0.0578  0.1169
H  -4.4765  -0.1213  -1.5960  0.1082
H  -2.5126  2.1769  0.9310  0.1324
H  2.8250  3.2190  -0.9585  0.1179
H  4.8145  1.7262  -1.3293  0.1200
H  4.3017  -2.6099  -0.5857  0.0978
H  6.0587  -2.3675  -0.4385  0.0951
H  5.0069  -2.0616  0.9641  0.0979
H  2.7757  -1.4214  0.7155  0.0968
H  -0.5440  -1.3072  2.1394  0.0847
H  1.2027  -1.5077  2.4099  0.1006
H  0.4745  -1.9713  0.8394  0.1053
H  -1.0004  -0.5541  -3.2833  0.0925
H  -2.6469  -0.7888  -3.0058  0.0864

Force components x, y, z for each atom (eV/Å):
-0.041 -0.147 -0.211
-0.095 0.133 0.106
0.159 -0.205 0.046
0.118 0.346 0.066
-0.072 0.011 0.091
0.108 -0.151 -0.054
0.017 0.168 -0.096
-0.104 -0.304 -0.033
0.199 -0.297 -0.220
-0.929 0.318 0.253
0.085 -0.048 -0.041
0.079 -0.155 0.056
-0.124 0.339 -0.077
-0.102 0.307 -0.063
0.014 -0.232 0.075
-0.058 -0.286 0.128
0.126 -0.020 0.032
0.251 0.047 -0.081
-0.040 -0.217 0.062
0.282 -0.392 -0.719
0.291 0.742 0.738
0.002 -0.188 -0.201
-0.070 0.066 0.109
0.096 0.037 0.095
0.030 -0.038 0.119
-0.036 -0.069 -0.055
0.032 -0.068 -0.045
-0.103 0.001 -0.085
-0.097 0.104 0.025
-0.191 0.066 0.242
0.073 0.109 -0.107
0.095 0.068 -0.064
0.017 0.033 0.024
-0.089 -0.015 0.045
-0.014 0.012 -0.042
-0.015 -0.082 0.038
0.073 -0.034 -0.025
-0.016 0.025 -0.044
0.014 0.033 0.024
-0.083 -0.034 -0.060
0.121 0.019 -0.050

## Properties
spin multiplicity: 1
total energy: -1408.24702 Eh
SMILES string: CCCc1cn(S(=O)(=O)c2ccc(OC)cc2OC)nc1N
E_LUMO: 0.55 eV
relative energy (zero: lowest compared OMol25 entry of this formula, charge and spin): 1.940 eV
net charge: 0
frontier orbital gap: 8.980 eV
HOMO: -8.43 eV